[1]
{"formula": "C35H45AsN3O3Pt", "method": "ωB97M-V/def2-TZVPD", "energy_ev": -111695.3594, "e_above_lowest_kj_mol": 301.45, "multiplicity": 1, "charge": 3, "e_lumo_ev": -11.40, "species": ["Pt", "C", "C", "C", "C", "C", "C", "C", "C", "C", "C", "H", "H", "H", "H", "H", "H", "H", "H", "H", "H", "H", "H", "H", "H", "C", "O", "C", "C", "C", "C", "C", "C", "N", "C", "N", "C", "C", "C", "C", "C", "C", "O", "C", "N", "C", "C", "C", "C", "C", "C", "O", "C", "H", "H", "H", "H", "H", "H", "H", "H", "H", "H", "H", "H", "H", "H", "H", "H", "H", "H", "H", "H", "H", "H", "C", "As", "C", "C", "H", "H", "H", "H", "H", "H", "H", "H", "H"], "positions_angstrom": [[-0.446, -0.018, -0.237], [1.314, 3.504, 3.151], [1.352, 2.451, 2.040], [2.013, 2.999, 0.775], [-0.036, 1.923, 1.765], [-1.049, 2.730, 1.279], [-2.362, 2.261, 1.135], [-2.723, 0.957, 1.438], [-4.142, 0.482, 1.331], [-1.694, 0.111, 1.897], [-0.377, 0.578, 2.058], [2.325, 3.816, 3.414], [0.831, 3.123, 4.051], [0.769, 4.391, 2.825], [1.948, 1.604, 2.397], [1.459, 3.853, 0.380], [2.061, 2.240, -0.013], [3.025, 3.344, 0.989], [-0.842, 3.764, 1.035], [-3.121, 2.950, 0.785], [-4.212, -0.599, 1.438], [-4.576, 0.766, 0.372], [-4.750, 0.934, 2.116], [-1.958, -0.876, 2.254], [0.344, -0.038, 2.584], [-0.134, 2.874, -7.526], [-0.304, 1.930, -6.459], [-0.489, 0.632, -6.790], [-0.522, 0.121, -8.078], [-0.751, -1.235, -8.276], [-0.972, -2.081, -7.204], [-0.954, -1.576, -5.910], [-0.688, -0.232, -5.702], [-0.682, 0.404, -4.425], [-0.390, -0.116, -3.237], [0.268, -1.300, -3.200], [0.620, -2.038, -2.073], [0.388, -1.686, -0.760], [0.882, -2.643, 0.309], [1.502, -3.921, -0.141], [1.704, -4.215, -1.425], [1.272, -3.271, -2.411], [1.430, -3.476, -3.675], [2.062, -4.685, -4.217], [-0.679, 0.495, -2.115], [-1.377, 1.747, -2.126], [-0.572, 2.900, -2.100], [-1.121, 4.158, -2.064], [-2.513, 4.278, -2.059], [-3.317, 3.160, -2.101], [-2.778, 1.868, -2.135], [-3.713, 0.901, -2.153], [-3.451, -0.481, -2.364], [0.014, 3.837, -7.049], [-1.024, 2.906, -8.153], [0.743, 2.621, -8.121], [-0.375, 0.769, -8.929], [-0.775, -1.623, -9.285], [-1.190, -3.127, -7.369], [-1.206, -2.232, -5.084], [-0.912, 1.392, -4.454], [0.550, -1.664, -4.101], [1.795, -2.098, 0.739], [1.765, -4.633, 0.634], [2.139, -5.154, -1.734], [2.081, -4.518, -5.287], [1.446, -5.545, -3.971], [3.071, -4.770, -3.822], [0.503, 2.763, -2.106], [-0.490, 5.036, -2.053], [-2.972, 5.258, -2.040], [-4.396, 3.247, -2.119], [-4.424, -0.961, -2.333], [-2.820, -0.901, -1.580], [-3.011, -0.650, -3.350], [4.309, -2.545, 2.127], [3.341, -1.011, 1.510], [4.135, -0.798, -0.220], [-0.052, -2.923, 1.482], [4.468, -3.293, 1.350], [3.858, -2.965, 3.023], [5.299, -2.145, 2.399], [4.371, -1.749, -0.697], [5.087, -0.281, -0.022], [3.527, -0.150, -0.848], [-0.952, -3.421, 1.119], [-0.343, -2.012, 1.984], [0.433, -3.582, 2.201]]}



[2]
{"formula": "C4H11BiO2", "method": "ωB97M-V/def2-TZVPD", "energy_ev": -14247.8436, "e_above_lowest_kj_mol": 342.47, "multiplicity": 2, "charge": 1, "e_lumo_ev": [-5.88, -5.82], "species": ["H", "O", "C", "H", "H", "H", "C", "O", "C", "C", "Bi", "H", "H", "H", "H", "H", "H", "H"], "positions_angstrom": [[0.206, 0.061, 2.391], [0.003, 0.042, 3.341], [-1.369, 0.326, 3.510], [-1.995, -0.359, 2.915], [-1.612, 0.194, 4.572], [-1.618, 1.357, 3.209], [1.745, -0.039, -3.075], [1.206, -0.061, -1.768], [-0.188, -0.278, -1.657], [-0.545, -0.305, -0.206], [1.854, 0.829, 0.138], [2.773, 0.326, -2.962], [1.710, -1.060, -3.482], [1.187, 0.640, -3.737], [-1.029, -1.278, -1.231], [-0.762, 0.305, -2.389], [-0.369, -1.235, 0.354], [-1.199, 0.536, 0.078]]}



[3]
{"formula": "C44H58F30O28S2", "method": "ωB97M-V/def2-TZVPD", "energy_ev": -207095.5477, "e_above_lowest_kj_mol": 0.00, "multiplicity": 1, "charge": 0, "smiles": "CCOC(=O)C(F)(F)F.CCOC(=O)C(F)(F)F.CCOC(=O)C(F)(F)F.CCOC(=O)C(F)(F)F.CCOC(=O)C(F)(F)F.CCOC(=O)C(F)(F)F.CCOC(=O)C(F)(F)F.CCOC(=O)C(F)(F)F.CCOC(=O)C(F)(F)F.CCOC(=O)C(F)(F)F.O=S1(=O)OCCO1.O=S1(=O)OCCO1", "e_lumo_ev": -0.12, "species": ["C", "C", "O", "C", "O", "C", "F", "F", "F", "H", "H", "H", "H", "H", "C", "C", "O", "C", "O", "C", "F", "F", "F", "H", "H", "H", "H", "H", "C", "C", "O", "C", "O", "C", "F", "F", "F", "H", "H", "H", "H", "H", "C", "C", "O", "C", "O", "C", "F", "F", "F", "H", "H", "H", "H", "H", "C", "C", "O", "C", "O", "C", "F", "F", "F", "H", "H", "H", "H", "H", "C", "C", "O", "C", "O", "C", "F", "F", "F", "H", "H", "H", "H", "H", "C", "C", "O", "C", "O", "C", "F", "F", "F", "H", "H", "H", "H", "H", "C", "C", "O", "C", "O", "C", "F", "F", "F", "H", "H", "H", "H", "H", "C", "C", "O", "C", "O", "C", "F", "F", "F", "H", "H", "H", "H", "H", "C", "C", "O", "C", "O", "C", "F", "F", "F", "H", "H", "H", "H", "H", "C", "C", "O", "S", "O", "O", "O", "H", "H", "H", "H", "C", "C", "O", "S", "O", "O", "O", "H", "H", "H", "H"], "positions_angstrom": [[2.962, -2.903, 3.891], [2.702, -3.860, 5.020], [2.587, -3.177, 6.246], [2.772, -3.838, 7.375], [3.143, -4.963, 7.499], [2.241, -3.072, 8.608], [2.891, -3.453, 9.701], [2.325, -1.744, 8.474], [0.945, -3.405, 8.760], [2.924, -3.353, 2.897], [3.887, -2.324, 3.937], [2.157, -2.166, 3.799], [3.378, -4.716, 4.965], [1.752, -4.348, 4.768], [-0.109, 4.048, 2.389], [-1.151, 4.855, 1.638], [-0.805, 6.258, 1.764], [-1.318, 7.111, 0.909], [-1.945, 6.822, -0.073], [-1.079, 8.573, 1.327], [-0.187, 8.687, 2.305], [-0.677, 9.288, 0.280], [-2.233, 9.094, 1.765], [0.750, 3.882, 1.749], [-0.554, 3.086, 2.641], [0.205, 4.522, 3.316], [-2.164, 4.730, 2.027], [-1.205, 4.672, 0.565], [0.725, -4.835, -1.407], [-0.350, -5.501, -2.241], [-1.615, -5.410, -1.545], [-2.521, -6.318, -1.831], [-2.498, -7.090, -2.744], [-3.727, -6.325, -0.868], [-3.668, -5.428, 0.109], [-4.802, -6.013, -1.625], [-3.928, -7.533, -0.359], [0.575, -3.755, -1.495], [1.719, -4.975, -1.831], [0.689, -5.095, -0.352], [-0.174, -6.551, -2.462], [-0.418, -4.919, -3.162], [-1.005, -3.552, -7.637], [-1.788, -2.368, -7.058], [-0.905, -1.293, -6.721], [-0.343, -1.333, -5.530], [-0.467, -2.241, -4.752], [0.636, -0.180, -5.257], [0.581, 0.779, -6.189], [0.331, 0.355, -4.082], [1.884, -0.661, -5.267], [-0.497, -3.256, -8.553], [-1.698, -4.366, -7.853], [-0.304, -3.940, -6.900], [-2.302, -2.711, -6.162], [-2.482, -1.993, -7.802], [-0.709, -0.732, 4.958], [-1.681, -1.246, 3.898], [-1.607, -2.663, 3.717], [-0.761, -3.112, 2.807], [-0.185, -2.429, 2.011], [-0.783, -4.650, 2.678], [-1.696, -5.224, 3.453], [-1.022, -4.993, 1.414], [0.435, -5.122, 3.016], [0.315, -1.040, 4.725], [-0.943, -1.239, 5.898], [-0.716, 0.348, 5.070], [-1.521, -0.622, 3.019], [-2.706, -1.095, 4.229], [-2.794, -0.937, -2.869], [-2.481, -2.221, -2.129], [-2.867, -2.128, -0.757], [-4.159, -2.293, -0.477], [-4.950, -2.835, -1.184], [-4.486, -1.672, 0.889], [-3.438, -1.696, 1.711], [-4.899, -0.410, 0.765], [-5.480, -2.375, 1.448], [-2.465, -0.083, -2.285], [-3.840, -0.789, -3.150], [-2.257, -0.927, -3.811], [-1.391, -2.257, -2.096], [-2.802, -3.072, -2.728], [-1.883, 5.276, -2.992], [-3.296, 5.657, -2.608], [-4.192, 5.177, -3.639], [-5.415, 5.649, -3.652], [-5.976, 6.230, -2.768], [-6.203, 5.298, -4.939], [-5.400, 4.824, -5.899], [-7.134, 4.379, -4.700], [-6.789, 6.405, -5.393], [-1.755, 4.223, -2.749], [-1.100, 5.849, -2.506], [-1.749, 5.375, -4.071], [-3.463, 6.719, -2.430], [-3.598, 5.164, -1.682], [-5.348, 2.791, -0.470], [-5.731, 2.540, -1.909], [-4.538, 2.263, -2.646], [-4.606, 2.050, -3.937], [-5.598, 2.037, -4.609], [-3.233, 1.961, -4.643], [-3.113, 3.000, -5.466], [-2.191, 1.943, -3.812], [-3.188, 0.843, -5.385], [-6.258, 2.944, 0.115], [-4.830, 3.749, -0.372], [-4.742, 2.031, 0.016], [-6.248, 3.413, -2.306], [-6.416, 1.691, -1.954], [4.740, -5.094, 0.181], [5.403, -4.481, -1.038], [5.509, -3.066, -0.942], [4.397, -2.356, -0.868], [3.317, -2.707, -1.244], [4.629, -0.930, -0.323], [5.872, -0.717, 0.089], [4.297, -0.055, -1.272], [3.807, -0.757, 0.721], [4.835, -6.180, 0.198], [3.688, -4.822, 0.271], [5.225, -4.786, 1.113], [4.836, -4.743, -1.935], [6.385, -4.928, -1.173], [7.739, 3.133, 0.563], [6.600, 2.657, -0.329], [5.322, 2.862, 0.248], [4.764, 4.039, 0.015], [5.237, 4.944, -0.599], [3.376, 4.148, 0.680], [2.664, 5.170, 0.210], [2.655, 3.037, 0.473], [3.559, 4.355, 1.993], [7.679, 4.195, 0.814], [8.691, 2.973, 0.062], [7.698, 2.634, 1.533], [6.757, 1.586, -0.450], [6.731, 3.081, -1.325], [0.776, -0.479, -0.463], [0.877, 0.206, 0.903], [-0.203, 1.109, 0.989], [-0.835, 1.518, -0.463], [-0.264, 2.751, -0.915], [-2.244, 1.343, -0.393], [-0.103, 0.306, -1.251], [0.278, -1.438, -0.290], [1.729, -0.649, -0.947], [1.841, 0.719, 0.932], [0.881, -0.472, 1.748], [3.770, -0.016, 6.223], [4.834, 0.847, 5.507], [4.105, 1.880, 4.840], [2.650, 1.337, 4.410], [2.805, 0.445, 3.294], [1.703, 2.402, 4.407], [2.512, 0.464, 5.748], [3.782, 0.130, 7.299], [3.853, -1.067, 5.961], [5.447, 0.311, 4.785], [5.433, 1.398, 6.228]]}



[4]
{"formula": "C13H12ClP", "method": "ωB97M-V/def2-TZVPD", "energy_ev": -35483.5317, "e_above_lowest_kj_mol": 12.78, "multiplicity": 1, "charge": 0, "e_lumo_ev": [0.50, 0.50], "species": ["C", "C", "C", "C", "C", "C", "C", "C", "C", "C", "C", "C", "C", "P", "Cl", "H", "H", "H", "H", "H", "H", "H", "H", "H", "H", "H", "H"], "positions_angstrom": [[-0.343, 3.239, 2.264], [1.841, -3.272, -0.618], [-1.380, 2.334, 2.306], [0.624, 3.298, 1.215], [0.511, -3.599, -0.754], [2.208, -1.900, -0.629], [-1.598, 1.425, 1.332], [0.307, 2.376, 0.167], [-0.450, -2.637, -1.079], [1.231, -0.946, -0.758], [-0.773, 1.472, 0.191], [-0.113, -1.323, -1.025], [-0.965, 0.117, -3.312], [-1.142, 0.071, -1.606], [-2.921, -0.497, -0.968], [-0.206, 3.841, 3.222], [2.586, -4.049, -0.544], [-2.072, 2.235, 3.093], [1.471, 3.894, 1.150], [0.142, -4.633, -0.597], [3.166, -1.571, -0.464], [-2.420, 0.881, 1.303], [0.879, 2.379, -0.820], [-1.531, -3.028, -1.141], [1.590, 0.080, -0.856], [0.147, 0.067, -3.324], [-1.310, 0.983, -3.965]]}



[5]
{"formula": "C2H4F3O4STl", "method": "ωB97M-V/def2-TZVPD", "energy_ev": -34006.4639, "e_above_lowest_kj_mol": 122.91, "multiplicity": 1, "charge": 0, "e_lumo_ev": -0.77, "species": ["Tl", "O", "S", "O", "O", "C", "F", "F", "F", "H", "O", "C", "H", "H", "H"], "positions_angstrom": [[2.635, 0.600, 1.738], [1.333, 1.152, -0.049], [1.129, -0.368, -0.590], [2.252, -0.997, 0.174], [1.284, -0.280, -2.050], [-0.023, -1.846, -0.458], [-0.457, -1.944, 0.799], [-1.056, -1.768, -1.292], [0.611, -2.981, -0.755], [0.104, 1.852, -0.445], [-0.925, 1.057, -0.582], [-1.615, 1.318, 0.637], [-1.167, 0.761, 1.474], [-1.434, 2.362, 0.934], [-2.670, 1.081, 0.465]]}



[6]
{"formula": "C9H17N4", "method": "ωB97M-V/def2-TZVPD", "energy_ev": -15556.9937, "e_above_lowest_kj_mol": 482.97, "multiplicity": 1, "charge": 1, "e_lumo_ev": -5.56, "species": ["C", "C", "C", "C", "C", "C", "C", "C", "C", "N", "N", "N", "N", "H", "H", "H", "H", "H", "H", "H", "H", "H", "H", "H", "H", "H", "H", "H", "H", "H"], "positions_angstrom": [[2.628, -0.684, -0.884], [2.025, -1.177, 1.264], [1.413, 0.984, 0.388], [-1.253, 0.054, -0.573], [-0.783, -2.478, -1.081], [-1.840, 0.783, 1.791], [-1.065, 2.423, 0.076], [-1.582, -1.448, -0.257], [-1.348, 0.987, 0.424], [2.554, -1.545, 0.099], [1.889, 0.486, -0.762], [1.559, 0.108, 1.358], [1.696, 1.213, -1.904], [3.252, -0.679, -1.749], [1.846, -1.701, 2.178], [-0.632, -3.381, -0.630], [-1.250, -2.788, -1.992], [0.139, -2.108, -1.217], [-1.319, 0.007, 2.341], [-1.611, 1.544, 2.397], [-2.839, 0.521, 1.689], [-1.907, 2.939, 0.736], [-1.133, 2.645, -1.013], [-0.256, 2.849, 0.568], [-2.616, -1.722, -0.178], [-1.237, -1.699, 0.755], [-1.005, 0.173, -1.581], [1.091, 0.374, 2.184], [2.516, 1.368, -2.568], [1.069, 1.952, -1.856]]}